{"formula": "C35H47BrN4P2Pd", "method": "wB97M-V/def2-TZVPD", "multiplicity": 3, "total_charge": 2, "e_homo_ev": [-12.31, -12.30], "total_energy_ev": -135100.8385, "homo_lumo_gap_ev": [5.54, 3.19], "mol_weight_g_mol": 772.1, "largest_force_ev_per_a": 4.4, "species": ["N", "C", "C", "C", "C", "C", "C", "Pd", "P", "C", "C", "C", "C", "C", "C", "C", "Br", "H", "H", "H", "H", "H", "H", "H", "H", "H", "H", "P", "C", "C", "H", "H", "H", "H", "H", "C", "C", "H", "H", "H", "H", "H", "C", "C", "H", "H", "H", "H", "H", "C", "C", "H", "H", "H", "H", "H", "C", "C", "H", "H", "H", "H", "H", "C", "C", "H", "H", "H", "H", "H", "N", "C", "C", "C", "C", "C", "C", "C", "N", "C", "C", "N", "C", "H", "H", "H", "H", "H", "H", "H"], "positions_angstrom": [[1.7084, -7.7513, 7.6108], [1.2340, -6.5964, 8.0793], [1.1331, -5.4525, 7.2730], [1.4946, -5.5366, 5.9138], [1.9702, -6.7766, 5.4341], [2.0883, -7.8498, 6.3364], [1.3484, -4.3693, 5.0321], [0.2437, 0.4464, -0.1398], [-4.6679, 0.5913, -4.3857], [0.7567, -4.4256, 3.8117], [0.5318, -3.2707, 2.9543], [-0.0366, -3.4537, 1.6778], [-0.2490, -2.3707, 0.8122], [0.1897, -1.1031, 1.2101], [0.6615, -0.8673, 2.4984], [0.8749, -1.9592, 3.3584], [-1.0303, 2.0674, -1.6752], [1.6954, -3.4114, 5.4430], [0.3829, -5.3950, 3.4421], [0.7286, -4.5321, 7.6857], [2.2476, -6.9117, 4.3909], [0.9264, -6.5584, 9.1275], [2.4875, -8.8096, 5.9945], [-0.3012, -4.4709, 1.3779], [1.3088, -1.8006, 4.3458], [-0.7573, -2.5116, -0.1389], [0.8793, 0.1415, 2.8371], [1.4812, -0.5951, -1.6578], [-5.1954, 0.5409, -2.6109], [-6.6916, 0.2518, -2.4723], [-4.9393, 1.5312, -2.2127], [-4.5875, -0.2098, -2.0881], [-7.0372, 0.6353, -1.5087], [-7.2669, 0.7403, -3.2668], [-6.9009, -0.8228, -2.5036], [-3.9397, -1.1089, -4.5059], [-3.9292, -1.6606, -5.9307], [-4.5553, -1.7391, -3.8497], [-2.9264, -1.0563, -4.0868], [-3.8434, -2.7501, -5.8880], [-4.8508, -1.4102, -6.4667], [-3.0778, -1.2796, -6.5032], [-3.1276, 1.6032, -4.2395], [-3.3534, 3.0261, -4.7504], [-2.3642, 1.0803, -4.8339], [-2.7658, 1.6123, -3.1915], [-2.3827, 3.4629, -5.0052], [-3.9894, 3.0180, -5.6439], [-3.8192, 3.6649, -3.9899], [2.2558, 0.7214, -2.6696], [3.7633, 0.6140, -2.8475], [1.9470, 1.6810, -2.2346], [1.7449, 0.6640, -3.6396], [4.3079, 0.7818, -1.9136], [4.0505, -0.3664, -3.2406], [4.0997, 1.3679, -3.5671], [0.5905, -1.6259, -2.8503], [0.8330, -3.1317, -2.7492], [0.8651, -1.2578, -3.8475], [-0.4650, -1.3683, -2.6887], [1.7475, -3.4343, -3.2718], [0.8993, -3.4857, -1.7163], [0.0011, -3.6634, -3.2207], [2.7415, -1.6350, -0.8531], [3.4029, -0.9331, 0.3314], [3.4783, -1.9761, -1.5942], [2.2126, -2.5291, -0.4952], [3.6424, -1.6546, 1.1233], [4.3288, -0.4031, 0.0704], [2.7134, -0.2017, 0.7733], [0.1572, 10.9184, 1.9991], [0.3355, 9.7698, 1.8719], [0.5697, 8.3561, 1.7384], [1.5792, 7.7513, 2.5100], [1.8621, 6.3974, 2.3468], [1.0546, 5.6478, 1.4835], [0.0053, 6.2130, 0.7548], [-0.2067, 7.5887, 0.8465], [1.3746, 4.3023, 1.2964], [2.6587, 3.7533, 1.2581], [2.5170, 2.4847, 0.8086], [1.1576, 2.2299, 0.6416], [0.4910, 3.3210, 0.9527], [2.1544, 8.3465, 3.2297], [2.6626, 5.9105, 2.9088], [-0.5974, 5.5867, 0.0889], [-0.9749, 8.0728, 0.2384], [3.5450, 4.3239, 1.4575], [3.2849, 1.7706, 0.6119], [-0.5774, 3.4938, 0.9568]], "mulliken_charge": [-0.574, -0.310, -0.417, 0.439, -0.451, -0.310, -0.597, -0.636, 0.322, -0.298, 1.163, -0.696, -0.272, 0.011, -0.255, -0.775, -0.234, 0.322, 0.383, 0.377, 0.425, 0.356, 0.347, 0.367, 0.278, 0.620, 0.490, 1.131, -0.464, -1.185, 0.479, 0.334, 0.357, 0.366, 0.325, 0.050, -1.188, 0.474, -0.211, 0.375, 0.366, 0.326, 0.373, -1.218, 0.454, -0.708, 0.345, 0.421, 0.333, -0.443, -1.266, 0.307, 0.620, 0.259, 0.328, 0.427, -0.354, -1.319, 0.640, 0.031, 0.400, 0.292, 0.370, -0.827, -1.065, 0.695, 0.396, 0.368, 0.317, -0.008, -0.440, -0.039, 0.465, -0.779, -0.519, 1.064, -0.385, -0.852, 0.186, -0.459, -1.080, 0.641, -0.838, 0.436, 0.408, 0.438, 0.431, 0.470, 0.385, 0.689]}

***

{"formula": "C17H22N2O", "method": "wB97M-V/def2-TZVPD", "total_charge": 0, "e_homo_ev": -8.52, "total_energy_ev": -23013.1545, "homo_lumo_gap_ev": 9.37, "mol_weight_g_mol": 270.4, "smiles": "CN(C)CCO[C@@](C)(c1ccccc1)c1ccccn1", "largest_force_ev_per_a": 0.5, "species": ["C", "N", "C", "H", "H", "H", "C", "C", "O", "C", "C", "N", "C", "C", "C", "C", "H", "H", "H", "H", "C", "C", "C", "C", "C", "C", "H", "H", "H", "H", "H", "C", "H", "H", "H", "H", "H", "H", "H", "H", "H", "H"], "positions_angstrom": [[-4.9778, 0.1252, -0.3371], [-3.6438, -0.1703, 0.1413], [-3.1306, -1.3759, -0.4773], [-2.1333, -1.5746, -0.0969], [-3.0809, -1.2909, -1.5755], [-3.7823, -2.2108, -0.2236], [-2.7444, 0.9548, -0.0338], [-1.5292, 0.8765, 0.8956], [-0.6015, -0.0687, 0.4091], [0.7453, 0.0508, 0.8560], [1.4407, 1.2375, 0.1973], [2.5265, 1.7013, 0.8007], [3.1976, 2.6847, 0.2296], [2.8251, 3.2696, -0.9700], [1.6886, 2.7884, -1.6013], [0.9870, 1.7516, -1.0140], [0.1023, 1.3423, -1.4748], [1.3567, 3.2124, -2.5386], [3.4039, 4.0741, -1.3961], [4.0769, 3.0161, 0.7675], [1.4654, -1.1756, 0.3007], [2.5205, -1.7834, 0.9670], [3.1564, -2.8832, 0.4167], [2.7562, -3.3856, -0.8083], [1.7139, -2.7765, -1.4846], [1.0774, -1.6791, -0.9357], [0.2585, -1.2131, -1.4595], [1.3957, -3.1557, -2.4449], [3.2552, -4.2439, -1.2342], [3.9689, -3.3509, 0.9536], [2.8581, -1.4073, 1.9184], [0.8506, 0.1491, 2.3797], [0.2599, 0.9862, 2.7422], [0.4908, -0.7691, 2.8379], [1.8829, 0.3325, 2.6560], [-1.0641, 1.8710, 0.9511], [-1.8822, 0.5892, 1.8946], [-2.3968, 1.0448, -1.0782], [-3.2895, 1.8666, 0.2242], [-5.0086, 0.3539, -1.4148], [-5.6141, -0.7388, -0.1512], [-5.3816, 0.9751, 0.2114]], "nbo_charge": [-0.406, -0.435, -0.426, 0.230, 0.155, 0.196, -0.234, -0.070, -0.562, 0.196, 0.204, -0.446, 0.049, -0.267, -0.160, -0.259, 0.228, 0.216, 0.220, 0.192, 0.065, -0.225, -0.208, -0.220, -0.195, -0.233, 0.223, 0.210, 0.211, 0.211, 0.216, -0.640, 0.217, 0.220, 0.244, 0.176, 0.186, 0.165, 0.203, 0.159, 0.201, 0.196]}

***

{"formula": "C4H8FNO4", "method": "wB97M-V/def2-TZVPD", "total_charge": 0, "e_homo_ev": -9.13, "total_energy_ev": -16669.1701, "homo_lumo_gap_ev": 9.04, "mol_weight_g_mol": 153.1, "largest_force_ev_per_a": 3.4, "species": ["C", "C", "C", "C", "N", "O", "O", "O", "O", "F", "H", "H", "H", "H", "H", "H", "H", "H"], "positions_angstrom": [[0.6579, 1.8607, 0.9289], [-0.7475, -1.2700, -1.4570], [-0.6200, 1.2888, 0.4405], [-0.0909, -0.8328, -0.1166], [1.3235, -0.6313, -0.1474], [1.7489, -0.2436, -1.2234], [2.0364, -0.5785, 0.8782], [-0.2469, -2.4967, -1.8384], [-1.5967, 0.9735, 1.2682], [-0.4957, -1.6967, 0.8982], [1.1324, 2.4984, 0.1960], [0.4922, 2.4986, 1.8472], [1.4552, 1.1000, 1.3314], [-1.7585, -1.3750, -1.2390], [-0.5893, -0.3667, -2.0870], [-0.9885, 1.7105, -0.5621], [-0.4212, -3.3096, -1.2374], [-1.2912, 0.8703, 2.1195]], "nbo_charge": [-0.762, -0.107, 0.271, 0.357, 0.442, -0.407, -0.427, -0.726, -0.641, -0.355, 0.249, 0.236, 0.295, 0.178, 0.212, 0.204, 0.496, 0.485]}

***

{"formula": "CH3Cl2OPS", "method": "wB97M-V/def2-TZVPD", "multiplicity": 3, "total_charge": 0, "e_homo_ev": [-5.14, -10.51], "total_energy_ev": -48299.0942, "homo_lumo_gap_ev": [5.50, 6.63], "mol_weight_g_mol": 165.0, "largest_force_ev_per_a": 4.9, "species": ["C", "O", "P", "S", "Cl", "Cl", "H", "H", "H"], "positions_angstrom": [[0.4248, -0.1374, -0.8702], [-0.7459, -0.1345, 1.5279], [-1.1199, -0.5189, 0.0852], [-1.7193, -2.2997, -0.2428], [1.7237, -1.1835, -0.1427], [-2.3735, 1.1385, -0.3195], [0.5078, 0.9172, -0.6190], [0.1162, -0.6001, -1.8690], [-0.5824, -0.9183, 2.1657]], "nbo_charge": [-0.716, -0.999, 1.190, -0.044, -0.086, -0.401, 0.265, 0.265, 0.525]}

***

{"formula": "C23H25N5O4", "method": "wB97M-V/def2-TZVPD", "total_charge": 0, "e_homo_ev": -7.88, "total_energy_ev": -39898.4566, "homo_lumo_gap_ev": 8.38, "mol_weight_g_mol": 435.5, "smiles": "Cc1c(NC(=O)N[C@@H](C)N2C(=O)[C@@H]3[C@H](C2=O)[C@H]2C=C[C@@H]3C2)c(=O)n(-c2ccccc2)n1C", "largest_force_ev_per_a": 0.8, "species": ["C", "C", "C", "N", "C", "O", "N", "C", "N", "C", "O", "C", "H", "C", "C", "O", "H", "C", "C", "C", "H", "C", "H", "C", "H", "H", "H", "H", "C", "H", "H", "H", "H", "H", "H", "C", "O", "N", "C", "C", "C", "C", "C", "C", "H", "H", "H", "H", "H", "N", "C", "H", "H", "H", "H", "H", "H"], "positions_angstrom": [[3.2762, 2.0018, -2.2390], [2.7154, 0.6544, -1.9429], [1.3976, 0.2924, -1.8809], [0.3540, 1.1691, -2.1564], [-0.9713, 1.1894, -1.7490], [-1.5662, 2.2534, -1.7537], [-1.5220, 0.0017, -1.4243], [-2.7846, -0.0535, -0.7466], [-2.8299, 0.9293, 0.3412], [-1.7499, 1.2826, 1.1181], [-0.6771, 0.7332, 1.1208], [-2.1645, 2.4544, 1.9845], [-1.4727, 3.2824, 1.8289], [-3.6179, 2.7379, 1.6051], [-3.9490, 1.7154, 0.5414], [-4.9981, 1.5580, -0.0234], [-3.8127, 3.7383, 1.2187], [-4.3866, 2.4752, 2.9296], [-3.9378, 3.5734, 3.8624], [-2.6761, 3.3277, 4.1917], [-2.0154, 3.9242, 4.7927], [-2.2603, 2.0612, 3.4842], [-1.3770, 1.5531, 3.8610], [-3.5883, 1.2951, 3.4961], [-3.9032, 1.0254, 4.5031], [-3.5956, 0.4092, 2.8632], [-4.5453, 4.4168, 4.1325], [-5.4569, 2.3481, 2.7963], [-3.0204, -1.4574, -0.2105], [-3.9888, -1.5100, 0.2806], [-2.2366, -1.7142, 0.4986], [-2.9971, -2.1680, -1.0312], [-3.5980, 0.2502, -1.4235], [-0.9128, -0.8192, -1.3452], [0.6662, 2.0990, -2.4054], [1.3510, -1.1154, -1.5386], [0.4086, -1.8918, -1.3986], [2.6717, -1.4935, -1.4098], [3.1279, -2.8196, -1.3705], [4.1896, -3.2239, -2.1757], [4.6277, -4.5341, -2.1250], [4.0051, -5.4473, -1.2905], [2.9378, -5.0456, -0.5044], [2.4999, -3.7345, -0.5322], [1.6680, -3.4151, 0.0727], [2.4452, -5.7565, 0.1415], [4.3473, -6.4705, -1.2588], [5.4524, -4.8440, -2.7494], [4.6545, -2.5180, -2.8478], [3.5246, -0.4452, -1.7339], [4.7694, -0.3434, -0.9995], [5.5391, 0.0780, -1.6453], [5.0811, -1.3407, -0.6971], [4.6637, 0.2793, -0.1065], [4.3604, 1.9927, -2.2017], [2.9087, 2.7296, -1.5154], [2.9694, 2.3295, -3.2324]], "nbo_charge": [-0.667, 0.192, -0.002, -0.621, 0.804, -0.674, -0.652, 0.127, -0.487, 0.733, -0.594, -0.309, 0.247, -0.309, 0.727, -0.575, 0.250, -0.253, -0.182, -0.195, 0.218, -0.252, 0.235, -0.389, 0.224, 0.207, 0.217, 0.236, -0.619, 0.222, 0.222, 0.225, 0.228, 0.442, 0.406, 0.605, -0.665, -0.264, 0.207, -0.265, -0.202, -0.221, -0.185, -0.230, 0.244, 0.217, 0.216, 0.216, 0.223, -0.207, -0.425, 0.211, 0.236, 0.199, 0.232, 0.238, 0.237]}